The following is a quantum chemistry calculation of a 2-piece molecular cluster, C7H20NSi overall at a distorted geometry, from OMol25.

Values from the calculation:
net charge = +1
E_HOMO = -12.266 eV
energy relative to the best compared isomer or geometry (same formula, charge and spin) = 123.8 kJ/mol

Positions of all 29 atoms, in Å:
Si1 0.13 0.34 -1.52
N1 -1.94 0.08 1.28
C1 0.43 0.32 1.89
C2 1.87 -0.12 1.69
C3 1.84 1.01 -1.70
C4 -0.52 -1.88 1.23
C5 -0.54 -0.42 0.96
C6 -0.17 -1.32 -2.50
C7 -1.31 1.75 -1.46
H1 -2.55 0.35 0.46
H2 -1.58 2.35 -2.32
H3 1.87 -1.20 2.06
H4 2.07 0.06 0.57
H5 -1.17 -1.47 -2.98
H6 2.00 1.98 -1.05
H7 0.54 -1.21 -3.34
H8 -1.00 -1.92 2.30
H9 0.08 0.04 2.97
H10 0.49 -2.14 1.18
H11 -2.28 1.43 -1.20
H12 -1.72 0.90 1.97
H13 -0.93 2.65 -0.88
H14 -2.45 -0.54 1.96
H15 2.77 0.50 -1.48
H16 1.88 1.48 -2.70
H17 -0.91 -2.61 0.55
H18 0.06 -2.17 -1.85
H19 2.61 0.35 2.31
H20 0.40 1.39 1.59

Atom charges from the Mulliken analysis, given in e for atoms 1 to 2: 0.784 -0.171



The following is a quantum chemistry calculation of a 4-piece molecular cluster, C7H20O4 overall at a distorted geometry, from OMol25.

Values from the calculation:
SMILES = C=C(C)CCCCO.O.O.O
net charge = 0
E_HOMO = -9.187 eV
energy relative to the best compared isomer or geometry (same formula, charge and spin) = 0.0 kJ/mol

Positions of all 31 atoms, in Å:
O1 -1.84 1.78 -1.45
O2 2.30 1.09 -1.36
O3 0.48 2.97 -0.83
O4 -1.33 -0.73 -2.25
C1 0.37 -1.16 3.37
C2 0.70 -0.50 2.09
C3 -1.27 -1.14 0.65
C4 -0.15 -1.19 -1.62
C5 1.94 -0.37 1.64
C6 -0.47 0.00 1.27
C7 -0.47 -1.98 -0.34
H1 1.24 -1.27 3.95
H2 -1.70 -1.82 1.41
H3 -0.33 -0.57 4.00
H4 0.39 -1.81 -2.34
H5 -1.13 0.61 1.93
H6 2.22 0.08 0.74
H7 -0.06 -2.13 3.23
H8 0.41 -0.24 -1.47
H9 -0.07 0.70 0.49
H10 -2.54 1.74 -0.83
H11 0.42 3.19 0.09
H12 -0.44 2.61 -1.12
H13 -2.18 -0.71 0.18
H14 2.81 -0.70 2.22
H15 0.47 -2.28 0.13
H16 -1.70 0.86 -1.78
H17 1.68 1.76 -1.12
H18 2.76 1.46 -2.11
H19 -1.99 -1.44 -2.28
H20 -1.01 -2.88 -0.59

Atom charges from the Mulliken analysis, given in e for atoms 1 to 2: -0.728 -0.643



The following is a quantum chemistry calculation of C7H21BF2N5V as an isolated structure at a distorted geometry, from OMol25.

Values from the calculation:
net charge = +2
E_HOMO (alpha / beta) = -16.074 / -16.077 eV
2S+1 = 3
energy relative to the best compared isomer or geometry (same formula, charge and spin) = 57.3 kJ/mol

Positions of all 37 atoms, in Å:
V1 0.32 -1.20 0.58
F1 2.38 -2.85 0.41
F2 2.40 -1.89 -1.61
N1 0.38 -1.78 2.58
N2 -0.55 0.25 -0.09
N3 1.03 1.78 -0.88
N4 -0.59 -3.03 0.28
N5 -1.25 2.26 -1.04
C1 2.12 1.22 -0.13
C2 -0.25 1.43 -0.67
C3 1.45 2.51 -2.07
C4 -0.37 -3.81 1.51
C5 -0.59 -2.88 2.70
C6 -1.10 3.70 -1.14
C7 -2.62 1.80 -1.17
B1 1.87 -1.93 -0.42
H1 -1.86 4.16 -0.50
H2 -3.14 2.51 -1.82
H3 1.32 -2.16 2.77
H4 -2.68 0.82 -1.64
H5 -1.28 4.03 -2.17
H6 0.67 -4.17 1.52
H7 -1.03 -4.68 1.57
H8 -1.60 -2.89 0.16
H9 -0.49 -3.44 3.64
H10 1.77 0.82 0.84
H11 2.85 2.01 0.07
H12 -1.55 0.21 0.12
H13 2.20 1.93 -2.59
H14 0.20 -1.09 3.31
H15 -0.13 4.03 -0.80
H16 -0.27 -3.57 -0.53
H17 2.64 0.43 -0.69
H18 0.61 2.66 -2.74
H19 -1.61 -2.46 2.66
H20 1.89 3.48 -1.82
H21 -3.15 1.80 -0.21

Atom charges from the Mulliken analysis, given in e for atoms 1 to 2: 0.924 -0.246



Per-record energy, a.u.: -622.61802; -579.65418; -1721.22585